## P
# C3H11NOS

A cluster of 2 separate species, C3H11NOS in total (ωB97M-V/def2-TZVPD, the Open Molecules 2025 dataset).

Last column: Mulliken charge in e.
Element x y z (Å)
C -0.8880 0.5699 1.8223  -1.34
C -0.0645 0.3038 0.5446  0.44
N 0.6796 -0.9885 0.5667  -0.61
C 0.8633 1.4313 0.1265  -1.02
S 1.7888 1.2444 -1.5100  -0.20
H -1.5012 -0.3552 1.7984  0.36
H -0.2564 0.6303 2.7299  0.34
H -1.6080 1.3744 1.7107  0.40
H -0.7200 0.1582 -0.3354  0.20
H 1.6460 -0.8112 0.2956  0.25
H 0.8504 -1.1565 1.5649  0.28
H 1.5995 1.5529 0.9255  0.40
H 0.2842 2.3515 -0.0004  0.38
H 0.7379 0.8656 -2.2499  0.13
O -1.1763 -2.0363 -2.8020  -0.63
H -0.6097 -2.3179 -2.0801  0.33
H -1.6256 -2.8168 -3.1074  0.30

Properties
LUMO level (Ha): 0.0349
Multiplicity: 1
HOMO-LUMO gap (eV): 10.050
SMILES string: C[C@H](N)CS.O

---

## Q
# C3H11NOS

A cluster of 2 separate species, C3H11NOS in total (ωB97M-V/def2-TZVPD, the Open Molecules 2025 dataset).

Last column: Mulliken charge in e.
Element x y z (Å)
C -1.2315 1.7463 0.9872  -1.26
C -0.9042 0.2541 1.1107  0.22
N -1.4677 -0.3604 2.3677  -0.61
C 0.6023 0.0180 1.1858  -0.72
S 1.2516 -1.6655 1.0003  -0.26
H -1.7658 1.9124 0.0457  0.27
H -1.8194 2.1097 1.8053  0.37
H -0.2913 2.2807 0.8275  0.33
H -1.3518 -0.3750 0.3456  0.40
H -2.2554 -0.9349 2.0949  0.25
H -1.8958 0.3274 2.9852  0.21
H 0.8720 0.3544 2.1876  0.32
H 1.2036 0.6248 0.5159  0.38
H 0.1321 -2.3654 0.8178  0.10
O 0.7627 1.4546 -6.2438  -0.64
H 0.1036 1.4400 -5.5430  0.32
H 0.5175 0.9311 -7.0100  0.32

Properties
LUMO level (Ha): 0.0267
Multiplicity: 1
HOMO-LUMO gap (eV): 9.468
SMILES string: C[C@H](N)CS.O

---

## R
# C3H11NOS

A cluster of 2 separate species, C3H11NOS in total (ωB97M-V/def2-TZVPD, the Open Molecules 2025 dataset).

Last column: Mulliken charge in e.
Element x y z (Å)
C 1.6160 3.5353 -1.7447  -0.81
S 1.0225 4.1695 -0.0934  -0.09
C 1.8937 3.2536 1.1679  -0.80
H 1.2625 2.5247 -1.9074  0.29
H 2.6722 3.5069 -1.8793  0.30
H 1.0449 4.1479 -2.4470  0.26
H 2.6336 2.5400 0.7888  0.28
H 2.4688 3.8620 1.8277  0.30
H 1.1471 2.6734 1.7090  0.27
N -0.9267 -5.5917 0.0024  -0.51
C -1.6438 -4.4790 0.5191  -0.23
O -3.0142 -4.5423 0.1770  -0.53
H -1.2733 -6.4177 0.5548  0.25
H -0.8989 -5.7293 -0.9863  0.22
H -1.5153 -4.4211 1.6641  0.25
H -1.3057 -3.4520 0.2305  0.25
H -3.6374 -4.4003 0.9010  0.31

Properties
LUMO level (Ha): 0.0334
Multiplicity: 1
HOMO-LUMO gap (eV): 9.374
SMILES string: CSC.NCO

---

Most stable structure among those shown: P.